No. 1
Here is one molecule with the formula C3H6O2S2 from the Open Molecules 2025 dataset. Energies are from the ωB97M-V functional and the def2-TZVPD basis.

Positions of all 13 atoms, in Å:
S (1.639491, -0.795752, -0.004578)
S (2.715579, 0.886322, -0.538186)
O (-3.490941, -0.669027, 0.426224)
O (-2.369034, 1.114286, -0.313256)
C (-1.132700, -0.860638, 0.264836)
C (-2.358212, -0.011553, 0.099886)
C (0.097537, -0.031776, 0.629695)
H (-0.956772, -1.180617, -0.770880)
H (3.665124, 0.697828, 0.391171)
H (-1.211972, -1.713768, 0.918205)
H (0.048864, 0.901471, 0.069995)
H (0.171729, 0.211038, 1.680678)
H (-4.211460, -0.042300, 0.282804)

Forces on atoms 1 to 3 (eV/Å):
-0.26 -0.02 -0.03
0.09 -0.43 0.16
0.22 -0.07 0.05

Results
LUMO: 0.5 eV
orbital gap: 9.4 eV
relative energy (zero: lowest compared OMol25 entry of this formula, charge and spin): 13.50 kJ/mol
total charge: 0
M: 138.21 g mol⁻¹
E_HOMO: -8.98 eV

***

No. 2
Here is C9H27KO12P3 as an isolated structure from the Open Molecules 2025 dataset. Energies are from the ωB97M-V functional and the def2-TZVPD basis.

Positions of all 52 atoms, in Å:
K (-17.745130, -13.120064, 22.137995)
P (-21.056026, -11.707527, 24.276190)
P (-13.969124, -12.442415, 20.435925)
P (-20.378970, -12.504641, 18.905093)
O (-21.904562, -12.824131, 19.268893)
O (-15.265413, -12.118225, 21.069492)
O (-20.061081, -13.540972, 17.712790)
O (-21.180279, -12.313702, 25.739528)
O (-13.614412, -11.593570, 19.134197)
O (-19.478924, -12.619239, 20.062000)
O (-12.689069, -12.387533, 21.379675)
O (-13.929483, -13.936363, 19.837261)
O (-19.949486, -12.202488, 23.441325)
O (-22.474370, -12.056829, 23.644656)
O (-20.464586, -11.096715, 18.180452)
O (-21.144283, -10.119574, 24.530253)
C (-19.973260, -9.312146, 24.376240)
C (-11.434673, -12.882197, 20.895657)
C (-14.973642, -14.401547, 18.973115)
C (-23.654625, -11.614048, 24.300784)
C (-22.874713, -13.004322, 18.241339)
C (-13.076545, -10.273718, 19.220611)
C (-19.666504, -14.878963, 18.024559)
C (-19.254442, -10.475406, 17.720323)
C (-20.102164, -12.291297, 26.655804)
H (-19.182002, -10.518454, 16.637566)
H (-19.996148, -13.231502, 27.196049)
H (-10.657839, -12.121036, 20.945997)
H (-19.647544, -15.081390, 19.097936)
H (-19.139415, -12.038937, 26.208685)
H (-23.367507, -13.957741, 18.441999)
H (-22.501624, -13.032552, 17.219172)
H (-19.073188, -9.909045, 24.232970)
H (-23.644737, -12.236126, 18.304914)
H (-20.095983, -8.600669, 23.563841)
H (-15.720647, -13.620213, 18.819543)
H (-13.341881, -9.761672, 20.145116)
H (-24.314528, -12.465116, 24.477277)
H (-19.321815, -9.430683, 18.022700)
H (-20.386261, -15.572689, 17.595229)
H (-13.525037, -9.704691, 18.401714)
H (-14.546125, -14.754191, 18.037880)
H (-18.361626, -10.877024, 18.198484)
H (-12.003645, -10.243457, 19.031005)
H (-24.252286, -10.910089, 23.718873)
H (-20.309586, -11.555147, 27.438509)
H (-11.486242, -13.221463, 19.858805)
H (-11.166300, -13.747199, 21.502546)
H (-19.828280, -8.745311, 25.296833)
H (-18.662388, -15.018514, 17.629844)
H (-15.456164, -15.240885, 19.481421)
H (-23.470705, -11.133222, 25.261784)

Forces on atoms 1 to 3 (eV/Å):
-0.25 0.39 -0.26
-1.42 0.29 -0.11
0.18 -1.00 -0.67

Results
LUMO: -2.4 eV
orbital gap: 10.8 eV
relative energy (zero: lowest compared OMol25 entry of this formula, charge and spin): 8.81 kJ/mol
total charge: +1
M: 459.32 g mol⁻¹
E_HOMO: -13.19 eV

***

No. 3
Here is a 2-piece molecular cluster, C5H9NO overall from the Open Molecules 2025 dataset. Energies are from the ωB97M-V functional and the def2-TZVPD basis.

Positions of all 16 atoms, in Å:
O (-2.851307, 0.871670, 0.262469)
N (0.751271, 0.429282, -1.003924)
C (0.907903, 1.410240, 0.000156)
C (0.012310, -1.937858, -0.990940)
C (0.706064, -0.818943, -0.357166)
C (0.701597, -0.645758, 1.030225)
C (0.914518, 0.784971, 1.233043)
H (0.654856, -2.371898, -1.893632)
H (-0.994751, -1.684427, -1.508784)
H (-1.915980, 0.947640, 0.430172)
H (-3.016102, 0.075883, 0.902938)
H (1.043892, 1.320098, 2.143902)
H (0.843352, 2.458933, -0.222693)
H (0.762321, -1.217874, 1.870045)
H (0.797846, 0.560886, -1.939130)
H (-0.078225, -2.823479, -0.347026)

Forces on atoms 1 to 3 (eV/Å):
-0.75 -2.65 2.04
0.33 -0.71 6.05
-0.44 -1.29 -0.28

Results
LUMO: 0.9 eV
orbital gap: 9.1 eV
relative energy (zero: lowest compared OMol25 entry of this formula, charge and spin): 183.00 kJ/mol
total charge: 0
M: 99.13 g mol⁻¹
E_HOMO: -8.27 eV

***

Which value of total charge does entry 3 give?
0

***

Which formula does entry 3 have?
C5H9NO